DFT (ωB97M-V/def2-TZVPD) results for one molecule with the formula C5H12N2 in a non-equilibrium geometry.

Output
multiplicity = 1
orbital gap = 0.3280 hartree
energy above the lowest of the compared OMol25 structures with the same formula, charge and spin = 1.724 eV
electronic energy = -8358.41203 eV
HOMO energy = -7.84 eV

Bonds (Å) are listed after each position.
CARTESIAN COORDINATES (ANGSTROEM)
1 C 0.61322 -1.97373 0.86288  C2 1.343, H8 1.087, H9 1.085
2 C 0.47947 -0.66290 0.60450  C1 1.343, C3 1.503, N6 1.408
3 C 0.77767 -0.13255 -0.77014  C2 1.503, C4 1.517, H10 1.097, H11 1.097
4 C -0.33455 -0.28328 -1.79004  C3 1.517, N5 1.475, H12 1.100, H13 1.090
5 N -1.26839 0.85776 -1.76661  C4 1.475, H14 1.015, H15 1.012
6 N -0.24596 0.18551 1.46339  C2 1.408, C7 1.430, H16 1.003
7 C 0.26065 1.47251 1.82492  N6 1.430, H17 1.088, H18 1.097, H19 1.092
8 H 1.32412 -2.54721 0.27403  C1 1.087
9 H -0.01439 -2.55220 1.53345  C1 1.085
10 H 1.04090 0.93228 -0.74996  C3 1.097
11 H 1.71649 -0.58301 -1.11608  C3 1.097
12 H -0.79609 -1.26458 -1.60362  C4 1.100
13 H 0.00809 -0.33121 -2.82361  C4 1.090
14 H -1.97918 0.65061 -1.07165  N5 1.015
15 H -1.77296 0.95588 -2.63823  N5 1.012
16 H -0.96965 -0.28003 1.97902  N6 1.003
17 H -0.50128 2.04094 2.35433  C7 1.088
18 H 1.13555 1.44991 2.48602  C7 1.097
19 H 0.52628 2.06531 0.94740  C7 1.092

These are the Löwdin partial charges, in e, on atoms 1 to 5:
1. C 0.03
2. C -0.37
3. C -0.18
4. C -0.28
5. N -0.01